Density functional theory data (ωB97M-V/def2-TZVPD) for a 5-piece molecular cluster, C45H95Cl2N6O18P4S overall.

As for the spin multiplicity: 1. As for the orbital gap: 5.6390 eV. Its energy above the lowest of the compared OMol25 structures with the same formula, charge and spin is 440.60 kcal per mole. The HOMO energy comes out at -10.91 eV. The charge is +1. The value obtained for the LUMO energy is -0.1936 Eh.

Structure (XYZ):
```
171
Properties=species:S:1:pos:R:3:forces:R:3
C -1.173 -5.945 0.870 -0.81 2.87 2.25
C -1.446 -4.610 1.468 0.79 -3.02 -1.11
C -0.991 -3.155 0.779 -2.19 -2.44 -0.48
C -1.551 -3.238 -0.784 -0.58 -0.13 0.08
C -3.145 -3.733 -0.851 0.47 -0.95 -0.58
C -3.859 -3.347 -2.308 -1.09 -0.60 0.77
C -4.892 -4.591 -2.731 -0.95 0.48 0.81
N -4.520 -5.262 -4.034 1.16 -2.93 0.80
C -3.221 -6.034 -3.951 4.17 1.50 -1.80
N -2.078 -5.361 -4.381 -3.95 -3.11 2.29
N -3.108 -7.498 -3.485 -0.82 1.33 -2.21
O -1.767 -2.130 1.466 2.42 0.25 0.51
C -1.010 -0.913 1.768 -1.13 0.84 -0.13
C 0.397 -1.134 2.578 -0.94 3.15 1.33
C 0.070 -1.103 4.220 -0.41 -0.20 0.85
C -1.266 -1.996 4.626 -4.64 2.55 1.29
O -2.411 -1.386 4.953 7.14 -3.53 -2.07
N 1.378 0.045 2.396 -1.85 -1.03 -0.72
C 0.666 1.371 2.328 0.88 2.79 0.38
C 1.752 2.498 2.920 0.09 -0.83 0.38
C 2.474 3.385 1.747 0.58 1.07 1.99
C 2.078 4.970 2.046 0.00 0.20 -0.31
N 1.162 -2.361 2.141 1.08 0.44 -1.59
N 1.248 -3.364 3.136 7.33 -2.24 2.03
C 2.608 -3.677 3.259 -1.24 -2.39 0.30
S 4.142 -4.447 3.379 -5.89 3.23 -0.39
C 0.634 -3.066 0.907 -0.68 -1.36 -3.43
C 1.260 -2.522 -0.516 2.68 -2.89 -2.40
Cl 1.114 -0.738 -1.128 0.07 -2.59 1.29
C 1.987 -3.416 -1.506 -1.55 3.40 1.56
C 2.603 -2.788 -2.929 0.75 -0.52 0.77
Cl 2.250 -5.226 -1.243 -0.56 2.72 -0.07
H -1.101 -6.857 1.637 -0.81 2.08 -2.01
H -1.072 -6.182 -0.274 0.41 0.81 2.44
H -2.045 -4.574 2.500 1.96 0.04 -2.14
H -0.948 -4.047 -1.407 -1.05 2.03 1.22
H -1.500 -2.159 -1.234 0.20 -2.09 0.65
H -3.135 -4.926 -0.832 0.01 2.68 0.20
H -3.774 -3.365 0.075 1.31 -0.60 -1.94
H -3.090 -3.207 -3.178 -1.44 -0.18 1.78
H -4.562 -2.401 -2.138 1.78 -1.88 -0.60
H -6.003 -4.179 -2.869 2.55 -0.76 0.16
H -4.961 -5.427 -1.914 0.30 1.76 -1.04
H -5.257 -6.010 -4.204 1.03 1.35 0.27
H -1.237 -5.998 -4.290 -1.28 0.63 -0.05
H -3.810 -8.091 -4.017 0.84 1.05 1.04
H -2.176 -7.901 -3.781 -1.34 1.03 0.43
H -0.930 -0.298 0.776 0.49 -1.15 1.87
H -1.704 -0.261 2.489 1.54 -1.66 -1.54
H -0.192 0.002 4.593 0.52 -2.40 -1.37
H 1.031 -1.396 4.865 -2.16 0.31 -1.61
H -1.245 -3.188 4.631 0.17 2.51 -0.05
H 1.900 -0.035 1.498 -0.70 -0.11 0.65
H -0.284 1.478 2.998 1.77 -0.75 -1.39
H 0.426 1.740 1.224 0.21 -1.11 2.24
H 2.586 1.886 3.514 -1.89 1.26 -1.29
H 1.211 3.171 3.740 1.14 -1.31 -2.02
H 3.648 3.318 1.948 -2.57 -0.09 -0.87
H 2.180 3.033 0.668 0.65 0.74 2.09
H 1.073 5.197 1.487 2.01 -0.07 1.02
H 2.948 5.717 1.724 -2.07 -1.66 0.39
H 1.892 5.190 3.195 0.47 -0.77 -2.38
H 2.183 -2.145 1.926 -1.70 0.79 -0.14
H 0.995 -4.198 1.038 -0.73 2.64 -0.63
H 3.379 -3.578 -3.368 -2.03 1.62 0.89
H 3.264 -1.829 -2.674 -1.75 -2.01 -0.56
H 1.743 -2.526 -3.707 1.87 -0.65 1.85
O -0.383 7.478 0.240 -4.23 -1.38 1.65
P -1.505 8.034 -0.672 6.71 4.22 -5.33
O -0.914 7.327 -2.048 -0.48 -1.04 0.22
C -1.224 5.956 -2.245 -0.01 -0.28 -0.36
C -2.703 5.746 -2.520 -0.13 0.01 -0.08
O -0.760 9.519 -0.799 -1.30 -0.11 0.70
C 0.193 9.970 0.154 0.50 0.11 0.26
C 1.601 9.601 -0.281 0.17 -0.08 -0.17
O -2.757 8.655 -1.690 -0.92 -2.00 2.77
C -2.681 9.897 -2.384 -0.20 1.25 0.10
C -1.670 9.911 -3.512 0.53 -0.39 -0.05
H -0.905 5.375 -1.374 0.06 -0.03 0.03
H -0.643 5.610 -3.105 0.04 0.18 0.11
H -3.305 6.009 -1.643 -0.03 -0.04 -0.02
H -2.910 4.702 -2.771 0.05 0.06 0.05
H -3.040 6.382 -3.345 0.09 -0.13 0.14
H -0.041 9.596 1.156 0.11 -0.07 -0.26
H 0.113 11.061 0.205 -0.16 -0.07 -0.16
H 1.698 8.538 -0.521 -0.14 0.07 0.21
H 2.324 9.844 0.503 -0.07 0.02 -0.08
H 1.875 10.147 -1.190 -0.04 0.03 0.15
H -2.521 10.719 -1.677 0.11 -0.20 -0.19
H -3.675 10.067 -2.814 -0.03 -0.35 0.20
H -0.648 9.710 -3.171 -0.32 0.11 0.03
H -1.666 10.889 -4.005 -0.18 -0.08 0.10
H -1.908 9.144 -4.254 -0.07 0.13 0.03
O 4.941 -0.075 -4.248 0.95 -0.65 4.66
P 5.973 0.998 -3.821 0.14 3.43 -9.07
O 5.033 2.277 -4.295 -0.60 -0.08 1.01
C 4.011 2.684 -3.398 -0.27 0.42 0.07
C 4.583 3.301 -2.134 0.06 0.11 0.07
O 6.863 0.796 -5.215 0.56 -0.40 1.37
C 6.784 -0.387 -5.997 -0.15 -0.37 -0.46
C 5.735 -0.239 -7.087 -0.16 0.13 -0.13
O 7.126 2.197 -3.344 -1.22 -2.29 2.49
C 8.138 2.718 -4.201 1.23 -0.16 -0.47
C 7.606 3.585 -5.324 -0.62 -0.03 -0.25
H 3.369 1.832 -3.157 -0.07 -0.04 -0.03
H 3.397 3.426 -3.917 0.14 -0.16 -0.09
H 5.137 2.558 -1.551 0.00 0.01 0.06
H 3.788 3.703 -1.500 0.02 -0.05 -0.05
H 5.283 4.107 -2.377 -0.16 -0.14 0.03
H 6.605 -1.266 -5.369 -0.11 0.23 -0.11
H 7.762 -0.537 -6.465 0.02 0.20 0.14
H 4.767 0.087 -6.692 0.14 -0.17 0.12
H 5.591 -1.186 -7.616 0.05 0.10 0.03
H 6.043 0.522 -7.811 0.05 -0.15 0.06
H 8.776 1.909 -4.572 -0.23 0.18 -0.03
H 8.784 3.338 -3.568 -0.29 -0.15 0.26
H 6.917 3.049 -5.988 0.26 0.04 0.21
H 8.432 3.957 -5.939 0.02 -0.05 0.22
H 7.054 4.440 -4.924 0.15 -0.03 0.00
O 3.705 -3.154 10.006 -0.21 -3.71 2.89
P 4.825 -4.180 9.706 2.86 5.68 -6.76
O 6.052 -3.075 9.844 -0.11 -0.22 0.91
C 6.482 -2.761 11.160 0.42 0.25 0.43
C 7.183 -3.935 11.819 0.11 -0.08 -0.01
O 4.569 -4.083 8.063 -0.46 -1.19 0.26
C 3.343 -3.620 7.515 -0.21 0.31 0.03
C 3.403 -2.124 7.256 0.14 0.19 -0.03
O 6.077 -5.326 9.371 -2.18 -0.70 2.49
C 6.576 -5.606 8.066 -0.18 -0.68 -0.87
C 7.366 -4.469 7.451 -0.05 0.65 0.14
H 5.628 -2.431 11.760 0.01 0.05 -0.02
H 7.179 -1.920 11.083 -0.16 -0.07 -0.16
H 6.487 -4.765 11.982 0.02 -0.01 0.06
H 7.599 -3.648 12.789 -0.09 0.00 -0.09
H 7.992 -4.313 11.185 -0.13 0.10 0.11
H 2.495 -3.894 8.153 0.22 0.19 -0.03
H 3.192 -4.139 6.563 0.19 -0.15 0.01
H 3.726 -1.561 8.137 -0.19 -0.21 -0.01
H 2.425 -1.746 6.944 0.03 -0.02 0.03
H 4.131 -1.903 6.468 -0.08 -0.06 0.00
H 5.763 -5.944 7.413 0.15 0.19 0.09
H 7.246 -6.467 8.174 -0.14 0.08 0.36
H 6.777 -3.551 7.342 0.05 -0.32 0.04
H 7.723 -4.750 6.456 0.00 -0.17 0.15
H 8.227 -4.215 8.075 -0.04 -0.12 -0.10
O -7.913 -2.487 -3.397 3.59 2.74 -1.37
P -8.467 -1.117 -3.857 -8.85 -3.14 1.90
O -9.229 -0.797 -2.421 0.98 0.38 0.44
C -8.421 -0.290 -1.370 -0.05 0.23 0.44
C -7.931 1.117 -1.665 -0.02 0.15 -0.02
O -9.735 -1.825 -4.674 1.06 0.71 -0.77
C -9.697 -3.181 -5.097 -0.09 -0.56 -0.01
C -10.309 -4.088 -4.041 -0.13 -0.03 0.21
O -9.086 0.415 -4.371 3.51 -0.50 -0.10
C -10.353 0.595 -4.998 -0.62 -0.02 -1.12
C -11.534 0.354 -4.080 0.00 -0.38 0.55
H -7.578 -0.965 -1.191 0.00 -0.05 0.05
H -9.034 -0.277 -0.464 -0.03 -0.12 -0.19
H -7.248 1.122 -2.521 0.03 0.04 0.01
H -7.398 1.533 -0.805 -0.02 -0.08 -0.05
H -8.768 1.776 -1.916 0.14 -0.14 0.07
H -8.679 -3.486 -5.362 -0.18 0.06 0.21
H -10.290 -3.255 -6.014 -0.01 0.23 0.07
H -9.871 -3.929 -3.051 0.15 0.00 -0.21
H -10.177 -5.140 -4.312 -0.05 0.10 -0.01
H -11.380 -3.885 -3.939 0.11 -0.05 -0.11
H -10.414 -0.004 -5.912 -0.05 0.03 0.29
H -10.385 1.641 -5.326 0.37 -0.05 0.17
H -11.558 -0.664 -3.673 0.07 0.24 -0.23
H -12.473 0.515 -4.619 0.19 0.11 -0.06
H -11.502 1.032 -3.222 -0.03 0.03 -0.14
```
Forces are in eV/Å.


Density functional theory data (ωB97M-V/def2-TZVPD) for C45H95N7NiO11 as an isolated structure.

As for the spin multiplicity: 3. As for the orbital gap (alpha / beta): 6.8849 / 5.1744 eV. Its energy above the lowest of the compared OMol25 structures with the same formula, charge and spin is 88.41 kcal per mole. The HOMO energy (alpha / beta) comes out at -7.26 / -7.26 eV. The value obtained for the LUMO energy (alpha / beta) is -0.0139 / -0.0767 Eh.

Structure (XYZ):
```
159
Properties=species:S:1:pos:R:3:forces:R:3
Ni 6.450 -5.322 -5.388 -1.83 1.00 -0.30
N 4.314 -4.053 -7.544 -0.01 -1.01 -1.75
O 4.571 -2.952 -7.990 -0.46 1.63 -0.82
O 5.007 -4.408 -6.559 1.50 -1.40 2.84
O 3.537 -4.851 -8.049 -0.01 0.65 0.29
N 3.799 -6.783 -4.799 -4.05 -3.15 -3.11
O 2.927 -7.116 -3.987 1.82 1.61 2.69
O 4.935 -6.291 -4.558 2.14 0.93 2.42
O 3.509 -7.097 -5.940 1.64 0.72 -1.60
C 6.142 -2.398 -3.976 0.19 -0.30 -0.59
C 6.712 -3.337 -2.850 -1.81 1.55 0.24
C 5.435 -3.939 -2.038 0.90 0.32 -0.37
C 5.838 -4.928 -0.971 1.86 -0.66 -0.54
C 6.730 -6.080 -1.645 -2.30 1.21 0.67
C 7.873 -5.621 -2.562 0.97 0.48 2.10
N 7.461 -4.496 -3.417 -2.99 -1.50 -1.30
O 8.380 -4.253 -4.442 0.44 0.74 0.21
C 9.014 -5.143 -1.572 -0.89 0.02 -0.69
C 8.352 -6.837 -3.342 -0.15 -0.14 0.05
C 7.544 -2.367 -1.945 -0.06 -0.47 0.48
H 5.356 -2.776 -4.630 0.01 -0.81 0.10
H 6.907 -2.038 -4.664 0.35 -0.18 0.11
H 5.690 -1.472 -3.620 0.16 -0.20 0.79
H 4.838 -3.149 -1.584 0.44 0.53 -0.09
H 4.710 -4.427 -2.688 0.40 -0.09 -0.56
H 4.964 -5.333 -0.460 0.05 -0.30 -0.24
H 6.444 -4.477 -0.185 -0.02 0.34 0.08
H 5.961 -6.621 -2.196 0.39 -0.47 -0.24
H 7.115 -6.673 -0.815 0.18 -0.30 -0.35
H 8.578 -4.423 -0.880 0.33 0.18 -0.21
H 9.387 -5.953 -0.945 0.07 -0.15 -0.38
H 9.819 -4.715 -2.169 0.35 0.15 0.39
H 9.003 -7.356 -2.638 -0.22 -0.48 -0.21
H 7.476 -7.442 -3.576 0.08 -0.31 -0.09
H 8.942 -6.710 -4.249 0.02 0.52 0.03
H 7.240 -1.326 -2.065 -0.09 -0.16 -0.29
H 8.623 -2.401 -2.091 0.00 -0.10 -0.27
H 7.378 -2.583 -0.889 0.07 -0.15 0.07
H 9.206 -4.065 -3.991 0.75 0.32 -0.23
C -1.622 -2.976 -10.902 0.41 -0.43 -0.26
C -0.793 -1.725 -10.545 0.42 -0.73 -0.20
C -1.757 -0.573 -10.261 0.74 0.52 -0.73
C -1.064 0.655 -9.647 -0.84 -0.50 -0.91
C -0.516 0.325 -8.293 -1.76 -0.95 -0.45
C 0.405 -0.914 -8.391 0.56 1.21 0.27
N -0.083 -1.981 -9.300 -1.53 -0.56 1.32
O 0.701 -3.178 -9.326 -0.69 1.56 0.30
C 1.700 -0.431 -9.007 1.96 -0.35 1.33
C 0.571 -1.458 -6.950 0.82 -0.72 -0.85
C 0.152 -1.482 -11.745 -0.35 0.55 -1.23
H -2.270 -2.893 -11.775 -0.25 0.79 0.07
H -2.218 -3.331 -10.062 0.12 0.03 0.05
H -0.950 -3.758 -11.256 0.21 -0.25 0.53
H -2.160 -0.247 -11.220 -0.25 -0.18 -0.13
H -2.581 -0.948 -9.654 0.04 0.09 0.19
H -1.822 1.438 -9.648 0.18 0.31 0.30
H -0.274 0.963 -10.333 0.08 0.19 -0.03
H -1.374 0.015 -7.696 -0.24 0.03 0.26
H -0.170 1.251 -7.834 0.98 -0.49 0.25
H 2.280 0.315 -8.464 -0.83 0.97 0.15
H 2.428 -1.193 -8.729 0.29 -0.86 -1.21
H 1.655 -0.161 -10.062 0.08 -0.30 0.24
H 0.889 -0.713 -6.220 -0.24 0.34 -0.18
H -0.315 -1.989 -6.603 -0.14 0.25 -0.11
H 1.377 -2.191 -6.975 0.04 -0.23 0.11
H 0.988 -2.149 -11.954 0.10 -0.37 1.00
H 0.555 -0.475 -11.850 -0.08 0.14 0.30
H -0.410 -1.647 -12.664 -0.42 0.24 -0.10
H 1.551 -2.920 -9.691 0.61 -0.13 -0.18
C 4.149 3.486 -2.831 -0.37 0.04 -0.03
C 3.703 2.496 -3.943 -1.94 0.63 1.25
C 2.584 3.225 -4.729 -0.63 0.25 0.67
C 2.235 2.650 -6.054 1.24 -0.74 -1.65
C 3.559 2.477 -6.883 -1.10 -0.10 0.94
C 4.707 1.687 -6.118 -0.70 0.82 -1.99
N 4.789 2.215 -4.766 1.88 0.85 -2.74
O 5.925 1.710 -4.079 -0.49 -0.03 0.16
C 4.325 0.168 -6.092 0.01 0.95 -0.17
C 6.010 2.029 -6.997 0.12 -0.64 1.66
C 3.069 1.248 -3.299 0.61 0.58 0.97
H 3.242 3.781 -2.303 0.11 -0.09 0.35
H 4.568 4.418 -3.210 0.02 -0.06 -0.51
H 4.890 3.101 -2.131 -0.25 -0.35 0.12
H 1.649 3.245 -4.168 0.11 -0.34 0.71
H 2.753 4.296 -4.838 0.73 0.06 -0.20
H 1.547 3.327 -6.559 0.11 0.11 -0.23
H 1.716 1.693 -6.084 -0.07 -0.17 0.69
H 3.816 3.499 -7.164 0.73 -0.08 0.01
H 3.296 1.937 -7.793 0.36 -0.02 -0.09
H 4.830 -0.293 -5.243 0.05 -0.25 -0.29
H 3.248 0.109 -5.934 -0.02 -0.09 0.27
H 4.472 -0.369 -7.029 0.50 0.01 0.04
H 6.455 3.009 -6.828 -0.73 0.44 0.28
H 6.833 1.402 -6.654 -0.03 -0.51 -0.28
H 5.892 1.949 -8.078 -0.42 -0.40 0.15
H 3.887 0.643 -2.910 -0.05 -0.51 -0.36
H 2.382 0.716 -3.958 0.17 -0.07 0.18
H 2.587 1.592 -2.383 -0.62 -0.17 -0.13
H 6.253 2.554 -3.761 0.72 -0.16 0.21
C -1.666 -5.008 -7.072 -0.91 0.63 0.10
C -0.901 -6.325 -7.185 0.31 -0.22 1.71
C -1.762 -7.480 -6.525 -0.54 -0.68 -0.47
C -2.947 -8.112 -7.366 1.45 2.15 -0.54
C -2.270 -8.461 -8.692 0.44 -1.19 0.19
C -1.548 -7.312 -9.450 0.46 -0.69 0.37
N -0.474 -6.738 -8.522 -0.95 -2.29 -0.89
O 0.385 -5.833 -9.201 -1.53 -0.31 0.93
C -0.890 -7.991 -10.661 0.48 1.08 -0.35
C -2.611 -6.363 -10.040 -0.28 -0.16 1.46
C 0.348 -6.125 -6.270 -0.46 -0.88 0.01
H -2.705 -5.149 -6.773 -0.46 -0.23 -0.88
H -1.386 -4.380 -6.226 0.85 -0.04 -0.09
H -1.569 -4.394 -7.967 -0.32 0.16 -0.02
H -1.171 -8.367 -6.295 0.70 0.18 -0.19
H -2.103 -7.176 -5.536 -0.13 0.51 -0.06
H -3.401 -8.924 -6.796 0.04 -0.08 -0.33
H -3.681 -7.344 -7.609 -0.44 -0.01 0.45
H -2.850 -9.032 -9.417 -0.80 0.48 -0.10
H -1.554 -9.249 -8.458 0.71 0.23 0.14
H -0.264 -8.853 -10.428 -0.30 -0.09 0.06
H -0.262 -7.276 -11.191 0.36 0.18 0.29
H -1.654 -8.161 -11.420 -0.17 -0.75 0.23
H -2.197 -5.611 -10.710 -0.23 -0.11 0.05
H -3.171 -5.940 -9.205 0.27 0.81 0.03
H -3.414 -6.964 -10.468 0.35 -0.10 -0.76
H 0.792 -7.104 -6.090 0.66 0.25 -0.41
H 1.031 -5.359 -6.638 0.16 -0.39 -0.33
H 0.061 -5.799 -5.271 -0.46 0.12 -0.01
H -0.178 -5.061 -9.106 0.75 1.19 -0.66
C 7.963 -1.708 -7.328 -0.77 -0.05 -0.63
C 8.674 -2.553 -8.416 0.92 0.24 1.84
C 10.101 -1.974 -8.558 -0.59 1.78 0.41
C 11.034 -2.787 -9.314 0.45 -1.80 -1.74
C 11.143 -4.203 -8.743 0.58 0.65 -0.15
C 9.781 -4.917 -8.411 1.17 0.33 -1.12
N 8.836 -3.941 -7.847 1.24 -0.08 1.08
O 7.662 -4.599 -7.389 0.25 0.39 -0.10
C 9.291 -5.551 -9.693 -0.87 -0.69 -2.09
C 10.165 -6.082 -7.517 -0.65 0.38 1.32
C 7.961 -2.418 -9.716 -1.19 -0.13 -1.29
H 6.890 -1.901 -7.325 -0.08 -0.91 0.53
H 7.864 -0.649 -7.568 0.97 0.22 -0.30
H 8.449 -1.832 -6.360 -0.21 -0.07 -0.04
H 10.031 -1.055 -9.140 -0.59 0.28 -0.02
H 10.582 -1.584 -7.661 -0.46 -0.57 0.73
H 12.003 -2.297 -9.407 0.16 -0.16 0.23
H 10.660 -2.816 -10.338 0.02 -0.27 -0.30
H 11.870 -4.065 -7.943 -0.68 -0.37 1.09
H 11.742 -4.854 -9.379 -0.40 -0.12 -0.49
H 8.412 -6.195 -9.700 -0.57 0.14 1.09
H 9.035 -4.883 -10.515 0.36 0.49 0.15
H 9.957 -6.290 -10.140 0.77 0.29 0.25
H 9.319 -6.730 -7.289 -0.07 -0.16 -0.28
H 10.965 -6.667 -7.971 -0.09 0.09 0.04
H 10.481 -5.687 -6.551 0.34 -0.03 0.09
H 8.443 -2.793 -10.620 0.44 -0.18 0.26
H 7.760 -1.370 -9.938 0.02 0.13 0.23
H 6.982 -2.896 -9.705 -0.18 -0.07 0.21
H 7.182 -4.854 -8.181 -0.61 -0.16 -0.28
```
Forces are in eV/Å.